C39H43F6HfN3O6P4S2 | ωB97M-V with the def2-TZVPD basis set

Results
HOMO-LUMO gap (eV): 6.75
Energy (a.u.): -4936.35723
Total charge: +2
Maximum force (eV Å⁻¹): 0.83
Relative energy (zero: lowest compared OMol25 entry of this formula, charge and spin) (kcal/mol): 2.1

```
104
Properties=species:S:1:pos:R:3:forces:R:3
Hf 0.524 0.240 -0.080 0.7027 -0.1044 -0.4205
N 1.925 2.179 -0.269 -0.0642 -0.2269 -0.0972
C 1.723 3.259 -1.308 -0.0048 -0.0498 0.0144
C 0.848 2.794 -2.476 0.0193 -0.0095 0.1239
C -0.430 2.328 -1.827 -0.0419 0.0151 -0.1744
O -1.238 3.098 -1.382 -0.1209 0.0036 -0.1657
O -0.493 1.001 -1.605 -0.1101 0.1943 0.5110
H 2.073 2.651 0.622 -0.0275 0.0430 0.0610
H 2.804 1.716 -0.482 0.0444 0.0309 0.0321
H 2.700 3.585 -1.660 0.0032 0.0235 -0.0149
H 1.240 4.096 -0.808 -0.0160 0.0169 0.0025
H 1.325 2.004 -3.048 -0.0340 -0.0202 -0.0244
H 0.639 3.646 -3.120 0.0143 0.0227 0.0179
N -0.632 1.510 2.839 0.0801 0.0226 0.0988
P -0.954 2.254 1.351 -0.2586 0.2884 0.1266
C -2.734 2.638 1.423 0.0080 0.0117 0.0228
C -3.237 3.034 2.665 -0.0020 0.0340 -0.0087
C -4.571 3.379 2.810 -0.0050 0.0006 0.0189
C -5.419 3.337 1.712 -0.0148 -0.0043 -0.0013
C -4.927 2.952 0.475 0.0034 -0.0003 -0.0105
C -3.592 2.606 0.325 0.0417 -0.0081 -0.0044
C -0.174 3.889 1.511 -0.0302 0.0011 0.0379
C -0.723 5.008 0.884 0.0083 -0.0069 -0.0336
C -0.088 6.237 0.982 0.0053 0.0093 0.0014
C 1.093 6.362 1.702 0.0053 0.0138 0.0011
C 1.632 5.258 2.348 -0.0018 -0.0101 -0.0001
C 0.997 4.027 2.260 0.0523 -0.0161 0.0019
P 0.454 0.230 2.757 -0.1205 0.0422 0.0139
C 1.817 0.656 3.860 -0.0702 -0.0578 0.0804
C 3.034 1.122 3.376 0.0278 0.0556 0.0296
C 4.021 1.545 4.256 0.0052 0.0045 -0.0610
C 3.787 1.512 5.622 -0.0226 -0.0034 0.0386
C 2.570 1.053 6.114 0.0290 0.0104 -0.0034
C 1.589 0.619 5.240 0.0483 -0.0460 0.0097
C -0.359 -1.146 3.598 -0.0220 0.0161 0.0274
C -1.723 -1.101 3.876 -0.0033 0.0082 0.0082
C -2.326 -2.160 4.544 -0.0157 0.0090 0.0118
C -1.575 -3.266 4.914 0.0104 -0.0135 0.0117
C -0.215 -3.318 4.625 -0.0191 0.0069 0.0063
C 0.396 -2.257 3.976 0.0042 -0.0230 -0.0046
H -0.840 1.956 3.725 -0.0410 -0.0095 0.0196
H -2.597 3.107 3.536 0.0198 0.0044 -0.0011
H -4.943 3.691 3.776 0.0067 -0.0072 -0.0102
H -6.461 3.610 1.823 0.0146 -0.0013 -0.0039
H -5.583 2.926 -0.386 0.0079 0.0030 0.0063
H -3.224 2.315 -0.647 0.0280 0.0268 -0.0092
H -1.640 4.920 0.319 -0.0139 -0.0097 -0.0070
H -0.522 7.102 0.498 0.0032 -0.0121 0.0080
H 1.581 7.325 1.777 -0.0035 -0.0135 -0.0046
H 2.535 5.356 2.938 -0.0140 0.0072 -0.0044
H 1.410 3.184 2.808 -0.0318 0.0197 -0.0262
H 3.217 1.152 2.312 0.0183 -0.0222 -0.0497
H 4.972 1.894 3.875 -0.0102 -0.0010 0.0055
H 4.556 1.839 6.310 -0.0027 -0.0042 -0.0082
H 2.393 1.023 7.181 0.0006 0.0026 -0.0096
H 0.654 0.237 5.633 0.0140 0.0185 -0.0157
H -2.313 -0.241 3.581 0.0076 -0.0115 0.0121
H -3.383 -2.118 4.776 0.0114 0.0022 0.0000
H -2.046 -4.089 5.437 0.0042 0.0102 -0.0057
H 0.371 -4.177 4.926 -0.0027 0.0061 -0.0014
H 1.464 -2.288 3.784 -0.0107 0.0124 0.0056
C -2.950 -0.530 0.106 -0.0064 -0.1236 0.0969
P -3.089 -0.987 -1.681 0.0741 0.0289 0.0396
C -4.587 -2.041 -1.494 -0.0167 0.0129 0.0142
C -1.859 -2.309 -2.142 -0.0182 0.0101 -0.0498
C -2.152 -2.731 -3.445 -0.0185 0.0138 -0.0113
C -1.463 -3.752 -4.073 0.0279 -0.0199 0.0253
C -0.400 -4.358 -3.422 -0.0577 0.0104 0.0001
C -0.046 -3.924 -2.159 0.0604 -0.0247 -0.0292
C -0.764 -2.923 -1.501 0.0173 -0.0168 0.0888
P -0.343 -2.498 0.224 -0.0447 0.0545 -0.2038
C -1.722 -3.305 1.121 0.0160 0.0036 -0.0598
C 1.014 -3.565 0.819 -0.0579 -0.0717 0.0073
H -3.768 0.175 0.263 0.0236 -0.0564 -0.0083
H -2.050 0.037 0.373 -0.0012 0.0236 -0.0797
H -3.074 -1.333 0.826 -0.0129 0.0268 -0.0034
H -5.394 -1.411 -1.114 0.0023 -0.0120 -0.0080
H -4.441 -2.881 -0.814 -0.0187 0.0018 -0.0048
H -4.900 -2.425 -2.464 0.0169 -0.0080 -0.0037
H -2.957 -2.242 -3.985 0.0019 -0.0060 0.0157
H -1.748 -4.062 -5.069 0.0059 0.0043 0.0071
H 0.162 -5.151 -3.898 -0.0074 0.0121 0.0000
H 0.817 -4.381 -1.694 -0.0332 0.0113 0.0130
H -1.472 -4.367 1.109 -0.0328 -0.0067 0.0161
H -2.655 -3.176 0.582 0.0076 -0.0200 0.0289
H -1.818 -2.966 2.151 0.0199 0.0020 -0.0754
H 1.190 -4.413 0.163 -0.0426 -0.0189 0.0145
H 0.689 -3.953 1.784 0.0117 0.0149 -0.0067
H 1.949 -3.052 0.980 0.1055 0.0595 -0.0332
F 1.683 -0.702 -4.969 0.1010 -0.1656 0.0621
C 2.191 -1.900 -4.675 0.0219 -0.0093 0.2391
F 3.424 -1.976 -5.149 -0.1572 0.0584 0.0586
F 1.445 -2.844 -5.188 0.0828 0.0703 -0.0245
S 2.919 -0.941 -2.415 0.1327 0.1051 0.2196
O 1.782 -0.129 -1.843 -0.1373 -0.3970 -0.1556
O 2.191 -2.101 -3.275 -0.0845 -0.0119 -0.3800
N 3.432 -1.929 -1.242 0.0095 0.1717 -0.1824
S 3.682 -1.346 0.169 -0.0790 -0.1053 0.1245
O 4.092 -2.319 1.114 -0.0172 0.0144 -0.0095
O 2.550 -0.475 0.610 -0.0412 0.0466 0.0765
C 5.076 -0.141 0.041 0.0357 -0.0367 0.0883
F 6.144 -0.747 -0.411 0.0408 -0.0155 -0.0409
F 5.316 0.411 1.218 -0.0185 0.0219 0.0010
F 4.714 0.831 -0.824 -0.0255 0.0420 -0.0528
```
Forces are in eV/Å.

C39H44BrCsN6O2 | ωB97M-V with the def2-TZVPD basis set

Results
HOMO-LUMO gap (eV): 5.18
Energy (a.u.): -4585.68337
Total charge: -2
Maximum force (eV Å⁻¹): 4.40
Relative energy (zero: lowest compared OMol25 entry of this formula, charge and spin) (kcal/mol): 0.0

```
93
Properties=species:S:1:pos:R:3:forces:R:3
Cs -0.058 -0.238 -1.580 -0.0702 0.2874 0.0465
C -1.035 -4.103 4.363 0.0012 -0.0070 -0.0382
C -0.556 -4.678 3.028 -0.0454 0.0755 0.0085
C -1.691 -4.652 2.000 0.0039 -0.0249 0.0104
C 0.657 -3.939 2.502 -0.0075 -0.1153 0.0146
C 1.802 -4.621 2.119 0.0505 0.0042 -0.0229
C 2.898 -3.945 1.590 -0.0331 -0.0040 0.0294
C 2.877 -2.566 1.436 -0.0738 0.0943 -0.0614
C 4.028 -1.815 0.831 0.0761 -0.0385 0.1013
C 1.729 -1.880 1.838 0.0110 -0.0680 -0.0821
C 0.637 -2.553 2.356 -0.0528 0.0678 0.0379
H -1.873 -4.687 4.753 -0.0009 -0.0010 0.0013
H -1.374 -3.072 4.237 0.0094 0.0080 0.0086
H -0.233 -4.108 5.104 -0.0045 0.0025 0.0129
H -0.259 -5.720 3.186 0.0100 -0.0006 0.0059
H -2.037 -3.634 1.812 -0.0038 0.0198 0.0045
H -2.544 -5.237 2.356 -0.0022 0.0082 -0.0074
H -1.367 -5.066 1.044 -0.0043 -0.0096 -0.0027
H 1.840 -5.701 2.222 -0.0110 -0.0041 0.0051
H 3.779 -4.501 1.287 -0.0014 -0.0056 -0.0068
H 4.857 -2.479 0.584 -0.0079 -0.0058 0.0122
H 4.400 -1.046 1.512 0.0096 -0.0456 -0.0117
H 3.731 -1.297 -0.080 -0.0646 0.0016 -0.0619
H 1.679 -0.801 1.722 0.0393 -0.0030 0.0162
H -0.241 -1.990 2.659 0.0158 0.0074 0.0058
N -3.524 1.188 -2.565 -0.0363 -0.1609 0.0349
N -3.473 0.664 -3.876 -0.0021 0.0645 -0.0165
C -2.608 -0.469 -4.107 -0.1656 0.1945 0.1069
O -2.331 -0.676 -5.298 -0.0198 -0.0491 0.0450
O -2.263 -1.104 -3.077 0.1356 -0.2970 -0.2577
H -4.426 1.615 -2.412 0.0485 0.0818 0.0063
H -2.791 1.860 -2.355 0.0053 0.0162 -0.1135
H -3.328 1.349 -4.607 0.0225 0.0090 0.0130
N 0.749 3.058 -2.516 -0.6950 0.3709 -0.5053
C 0.210 3.800 -3.242 0.0344 -0.0436 0.0494
H 1.827 2.004 -1.747 -2.6456 2.0079 -0.5866
C -1.807 0.157 4.859 -0.0503 0.0428 -0.0174
N -1.738 -0.233 3.472 0.0365 -0.0546 -0.0304
C -3.052 -0.442 2.893 0.0786 -0.0567 -0.0405
C -0.851 0.559 2.604 -0.0741 -0.0070 0.1253
C -1.368 1.845 1.981 0.0307 0.0224 0.1356
C -1.904 2.844 2.803 0.0136 0.0204 0.0326
C -2.372 4.029 2.251 -0.0012 -0.0020 -0.0415
C -2.262 4.213 0.875 -0.0195 -0.0240 0.0021
C -1.682 3.222 0.087 -0.1209 0.0102 -0.0060
C -1.222 1.988 0.590 -0.0495 -0.1721 -0.0637
H -2.211 -0.672 5.451 -0.0030 -0.0010 0.0076
H -2.449 1.034 5.048 0.0182 -0.0160 0.0053
H -0.805 0.382 5.229 0.0050 0.0022 0.0103
H -3.573 -1.228 3.449 -0.0104 -0.0063 0.0051
H -2.950 -0.767 1.857 -0.0169 0.0185 0.0534
H -3.674 0.465 2.904 -0.0053 0.0248 -0.0071
H -0.580 -0.087 1.766 0.0197 0.0594 -0.0897
H 0.070 0.748 3.172 -0.0197 -0.0303 0.0519
H -1.952 2.712 3.882 0.0043 0.0149 -0.0390
H -2.800 4.800 2.885 0.0024 0.0042 -0.0041
H -2.605 5.139 0.420 -0.0146 0.0011 0.0192
H -1.559 3.437 -0.974 0.0244 0.0302 0.0319
Br -8.057 -2.093 -2.161 0.0176 0.0096 0.0068
C -6.409 -2.238 -1.215 -0.0088 -0.0078 0.0106
C -5.307 -1.525 -1.620 -0.0043 -0.0200 0.0128
C -4.132 -1.687 -0.882 0.0135 -0.0364 -0.1075
N -4.029 -2.497 0.169 -0.0366 0.0252 0.0117
C -5.121 -3.170 0.534 0.0229 0.0119 -0.0002
C -6.339 -3.081 -0.115 -0.0088 0.0045 -0.0024
H -5.296 -0.871 -2.481 -0.0081 -0.0077 -0.0059
H -3.262 -1.149 -1.241 -0.0093 0.0014 0.1316
H -5.016 -3.821 1.397 -0.0033 -0.0019 0.0022
H -7.196 -3.650 0.218 -0.0012 0.0020 0.0014
N 2.597 1.471 -1.514 3.3784 -2.7373 0.6750
C 3.382 2.016 -0.694 0.2546 0.2318 0.2272
C 4.713 1.374 -0.417 0.0531 -0.0684 -0.0586
C 5.361 1.498 0.808 -0.0056 0.0259 0.0267
C 6.570 0.853 1.042 -0.0155 0.0279 0.0076
C 7.154 0.083 0.048 -0.0029 0.0020 -0.0202
C 6.519 -0.040 -1.183 0.0333 -0.0144 -0.0028
C 5.311 0.596 -1.411 -0.1020 0.1236 0.0709
C 3.046 3.278 0.029 0.0471 0.0659 0.0807
C 1.734 3.466 0.444 -0.1600 0.0674 0.0071
C 1.361 4.628 1.107 0.0069 -0.0399 -0.0205
C 2.301 5.618 1.348 0.0693 -0.0333 -0.0337
C 3.616 5.445 0.921 -0.0500 0.0327 0.0322
C 3.987 4.278 0.273 0.0304 0.0032 -0.0380
H 4.909 2.091 1.592 -0.0231 0.0123 -0.0031
H 7.051 0.948 2.008 -0.0031 0.0021 0.0016
H 8.097 -0.418 0.231 -0.0018 -0.0021 -0.0096
H 6.971 -0.638 -1.966 -0.0099 -0.0028 -0.0026
H 4.788 0.503 -2.354 0.0101 -0.0160 -0.0323
H 0.975 2.717 0.236 0.0927 0.0173 0.0492
H 0.325 4.744 1.406 0.0383 -0.0010 0.0146
H 2.013 6.531 1.856 0.0009 0.0050 0.0063
H 4.350 6.224 1.088 0.0089 0.0128 0.0053
H 5.009 4.154 -0.068 0.0031 -0.0145 0.0134
```
Forces are in eV/Å.

Question: Which of these has the highest maximum force?
Answer: C39H44BrCsN6O2